56
Properties=species:S:1:pos:R:3:forces:R:3:lowdin_charge:R:1 method="wB97M-V/def2-TZVPD" gap_ev=8.685 e_lumo_ev=0.2 spin_multiplicity=1 smiles="COC(=O)c1cccc(N(C(=O)c2ccco2)[C@@H](C(=O)NC2CCCC2)c2ccco2)c1" fmax_ha_per_bohr=0.0217 homo_energy_ev=-8.4708 relative_energy_kj_mol=140.3
C -0.90580 5.16701 3.45504 0.02 0.35 0.23 -0.0442
O -0.38489 4.18637 2.57048 0.02 -0.32 -0.24 -0.0434
C 0.88367 4.37159 2.17613 0.05 0.25 0.17 -0.4555
O 1.55803 5.30319 2.53910 -0.07 -0.07 -0.03 0.1181
C 1.35586 3.30326 1.26016 0.07 -0.26 -0.19 -0.1069
C 2.67153 3.35255 0.80399 -0.12 0.06 0.12 -0.0047
C 3.14092 2.37413 -0.05178 -0.01 0.07 0.04 -0.0466
C 2.31645 1.33214 -0.44311 -0.21 -0.08 0.10 0.0095
C 1.00552 1.27360 0.02317 0.41 0.57 0.07 -0.2137
N 0.16014 0.21824 -0.38288 -0.06 -0.02 -0.20 0.0751
C -0.59538 -0.50899 0.48479 -0.20 -0.22 0.19 -0.3402
O -1.43080 -1.31711 0.11080 -0.13 0.03 0.20 0.0946
C -0.29132 -0.33433 1.92047 0.99 -0.09 0.30 -0.1956
C 0.89847 -0.22222 2.59725 -0.66 -0.14 -0.48 0.0008
C 0.57145 -0.24806 3.96889 -0.51 -0.08 0.18 -0.0385
C -0.78485 -0.37708 4.02609 0.72 0.08 0.51 -0.0991
O -1.30746 -0.44252 2.79953 -0.53 -0.07 -0.40 0.0803
C 0.07662 -0.05398 -1.82404 -0.03 -0.41 -0.29 -0.0794
C 0.84784 -1.35661 -2.15182 -0.36 0.39 0.08 -0.4271
O 1.95901 -1.30456 -2.64291 0.46 0.10 -0.20 0.0623
N 0.20502 -2.47075 -1.80794 -0.17 -0.35 0.22 0.1191
C 0.75851 -3.79939 -1.94614 0.40 0.00 -0.10 -0.2793
C -0.23701 -4.71270 -2.68839 0.01 -0.09 -0.09 -0.1197
C -0.81894 -5.66821 -1.63384 -0.10 -0.04 0.04 -0.1856
C -0.43890 -5.05376 -0.28676 0.11 -0.15 0.00 -0.1903
C 0.93100 -4.44348 -0.56419 -0.05 0.06 0.00 -0.1345
C -1.34858 -0.04837 -2.28710 -0.33 1.04 0.21 -0.2376
C -2.31723 0.89489 -2.09764 0.63 -0.40 -0.09 -0.0124
C -3.46735 0.41766 -2.77039 0.03 -0.47 -0.25 -0.0506
C -3.10774 -0.77062 -3.32289 -0.77 0.49 0.04 -0.1059
O -1.82698 -1.05945 -3.03689 0.38 -0.21 -0.07 0.0461
C 0.51751 2.27143 0.85699 0.16 0.20 -0.15 0.0558
H -1.93388 4.87845 3.65782 0.05 0.00 -0.02 0.0937
H -0.86735 6.15494 2.99148 -0.03 -0.08 0.06 0.0984
H -0.32394 5.19133 4.37876 -0.07 0.01 -0.07 0.0984
H 3.30127 4.16623 1.12872 0.05 0.07 0.02 0.1200
H 4.15687 2.41318 -0.41341 0.09 0.01 -0.03 0.1099
H 2.68520 0.56036 -1.10275 0.02 -0.12 -0.10 0.1139
H 1.87753 -0.14400 2.17093 0.17 0.07 -0.15 0.1222
H 1.25087 -0.18071 4.79310 0.08 0.00 0.22 0.1039
H -1.46442 -0.42784 4.85381 -0.18 -0.01 0.03 0.1248
H 0.61477 0.76122 -2.32282 -0.07 -0.30 0.13 0.1660
H -0.68918 -2.39195 -1.33673 0.13 0.19 -0.13 0.1158
H 1.70650 -3.68521 -2.47664 -0.15 -0.03 0.08 0.1443
H -1.01639 -4.10012 -3.14079 0.03 0.00 -0.08 0.1082
H 0.25952 -5.26144 -3.48686 -0.02 0.02 -0.07 0.1084
H -0.35872 -6.65288 -1.72771 -0.03 -0.05 0.01 0.1059
H -1.89547 -5.78911 -1.74117 -0.03 -0.10 -0.02 0.1038
H -0.41481 -5.79158 0.51377 -0.08 0.04 0.08 0.1072
H -1.14595 -4.27042 -0.00973 -0.07 0.05 0.08 0.1042
H 1.23430 -3.71363 0.18567 0.11 0.01 0.00 0.1129
H 1.68841 -5.22633 -0.61662 0.05 -0.07 0.01 0.1168
H -2.22332 1.80701 -1.54412 0.09 0.19 0.14 0.1139
H -4.42269 0.89665 -2.83013 -0.23 0.03 -0.06 0.1008
H -3.64712 -1.47910 -3.91919 0.02 -0.16 -0.09 0.1200
H -0.50659 2.24761 1.19369 -0.08 -0.01 0.03 0.1356

---

21
Properties=species:S:1:pos:R:3:forces:R:3:lowdin_charge:R:1 method="wB97M-V/def2-TZVPD" gap_ev=10.349 e_lumo_ev=0.7 spin_multiplicity=1 smiles=c1ccncc1.ClCCl.ClCCl fmax_ha_per_bohr=0.0488 homo_energy_ev=-9.6245 relative_energy_kj_mol=55.6
C -0.29939 -3.92038 -0.25083 -0.55 1.48 -0.74 -0.0521
C -1.47832 -3.12333 -0.17531 1.72 0.23 0.52 -0.0615
C -1.29160 -1.74675 -0.00202 1.15 -0.46 -0.55 -0.1363
N -0.06286 -1.19625 -0.03772 -1.82 1.71 -0.30 0.0326
C 0.99691 -1.87638 -0.38104 0.09 -0.08 1.18 -0.1839
C 0.94188 -3.24822 -0.41561 -0.19 -1.80 -0.65 -0.0750
H -0.46337 -4.99620 -0.31926 0.60 0.23 0.03 0.0999
H -2.45563 -3.56526 -0.20429 -0.25 -0.13 0.10 0.0904
H -2.08815 -1.01625 0.07456 -0.23 -0.29 0.27 0.0985
H 1.91584 -1.28339 -0.44600 -0.14 -0.49 -0.23 0.1103
H 1.86881 -3.75914 -0.69047 -0.43 -0.26 0.36 0.1011
Cl 2.15859 1.73511 1.84939 -0.16 -0.01 0.21 0.5250
C 1.97357 3.19518 0.91399 0.48 1.07 -0.67 -1.0276
Cl 2.56990 2.95457 -0.76951 0.09 0.09 0.24 0.4592
H 0.93453 3.47671 0.74760 0.13 -0.21 0.63 -0.0399
H 2.55082 4.04125 1.36334 -0.52 -0.93 -0.37 0.0491
Cl -1.82968 3.34112 1.44216 0.36 -0.16 -1.36 0.4747
C -1.42609 2.84604 -0.26076 0.98 -0.86 -0.74 -1.0163
Cl -2.83662 2.76654 -1.35272 -0.06 -0.25 0.53 0.4868
H -0.78216 3.54050 -0.85231 -0.27 -0.16 1.38 0.0235
H -0.89699 1.83451 -0.23321 -0.99 1.30 0.15 0.0416

---

80
Properties=species:S:1:pos:R:3:forces:R:3:lowdin_charge:R:1 method="wB97M-V/def2-TZVPD" gap_ev=6.216 e_lumo_ev=1.8 charge=-1 spin_multiplicity=1 fmax_ha_per_bohr=0.0092 homo_energy_ev=-4.4341 relative_energy_kj_mol=35.1
Cs -0.17207 -0.05210 -0.34175 -0.21 0.15 0.39 0.9715
O -7.83409 2.37908 0.67962 0.01 -0.01 -0.01 -0.0579
C -6.72626 3.24494 0.48988 0.00 0.01 -0.01 -0.2110
C -5.50604 2.45125 0.11393 0.00 -0.03 0.01 -0.1889
C -4.41733 3.08477 -0.46825 0.03 0.02 0.04 -0.0189
C -3.28169 2.33817 -0.73041 -0.01 0.00 -0.03 -0.1225
N -3.18379 1.03635 -0.48675 -0.07 0.00 -0.03 0.0681
C -4.23679 0.41823 0.04920 -0.01 0.02 0.01 -0.1919
C -5.41027 1.09553 0.37623 0.02 0.02 0.00 0.0455
C -4.10055 -1.04764 0.30868 -0.01 -0.01 0.02 -0.2001
C -5.22391 -1.86084 0.44447 0.01 -0.01 0.02 0.0421
C -5.04483 -3.20853 0.70969 0.00 0.01 0.00 -0.1884
C -6.20648 -4.14347 0.90120 0.00 -0.02 0.00 -0.2116
O -7.41526 -3.51563 0.50313 0.03 0.03 -0.01 -0.0603
C -3.74911 -3.69026 0.82211 0.02 0.02 0.01 -0.0186
C -2.69356 -2.80792 0.66162 -0.02 -0.04 -0.01 -0.1649
N -2.86021 -1.51688 0.40523 -0.04 -0.02 -0.09 0.0701
H -8.53321 2.86909 1.11865 -0.01 0.01 0.01 0.0858
H -6.50894 3.79928 1.41025 0.00 0.00 0.00 0.1307
H -6.93398 3.97717 -0.29824 0.00 0.00 0.00 0.1217
H -4.44196 4.14193 -0.70308 0.01 0.00 0.01 0.1131
H -2.40524 2.80929 -1.16416 -0.01 0.00 -0.02 0.1136
H -6.23759 0.58494 0.84438 0.00 0.00 0.00 0.1122
H -6.22261 -1.46837 0.32927 0.00 0.00 0.00 0.1096
H -6.25062 -4.42972 1.95851 0.00 0.00 0.00 0.1292
H -6.03085 -5.05377 0.31701 0.00 0.00 0.00 0.1233
H -8.14801 -4.08264 0.75252 -0.03 -0.02 0.01 0.0842
H -3.55525 -4.73618 1.02878 0.01 0.00 0.00 0.1168
H -1.66953 -3.15499 0.73575 -0.01 0.00 -0.02 0.0813
C 2.61228 -2.15005 4.69973 0.01 0.03 0.03 -0.0896
C 1.94024 -3.24996 4.17627 -0.01 0.00 0.03 -0.0924
C 1.70204 -3.34324 2.81906 0.03 0.01 -0.05 -0.0357
C 2.15796 -2.32718 1.98366 0.04 0.05 0.12 -0.2609
C 2.83481 -1.22758 2.50051 -0.09 -0.06 -0.04 -0.0172
C 3.05674 -1.13433 3.86588 -0.02 -0.04 0.00 -0.0698
N 1.94740 -2.29363 0.57702 0.01 -0.16 -0.05 0.0290
N 1.19092 -3.16622 0.12525 0.09 0.09 -0.02 0.0781
C 1.01545 -3.03374 -1.29416 -0.02 -0.07 -0.05 -0.4035
C 2.07599 -2.76144 -2.14902 0.01 0.04 0.09 -0.0169
C 1.79672 -2.61903 -3.49519 0.04 0.01 -0.01 -0.0601
C 0.48978 -2.76015 -3.92904 -0.05 0.01 0.01 -0.0787
C -0.48961 -3.03578 -2.99086 -0.01 0.02 0.06 -0.1304
N -0.24034 -3.18172 -1.68967 0.02 -0.15 -0.06 0.1025
H 2.75730 -2.07336 5.77076 0.01 0.01 -0.01 0.1022
H 1.56479 -4.01557 4.84267 0.01 -0.01 0.00 0.1028
H 1.14960 -4.17270 2.40153 0.00 -0.01 -0.02 0.1039
H 3.14381 -0.44735 1.81537 0.03 0.01 0.03 0.1162
H 3.55063 -0.26507 4.28048 0.00 0.01 0.00 0.1094
H 3.07221 -2.64031 -1.74872 0.00 0.01 -0.01 0.1083
H 2.58225 -2.37030 -4.19685 0.00 0.00 0.01 0.1136
H 0.22921 -2.62018 -4.96754 -0.01 0.00 0.00 0.0819
H -1.52911 -3.12719 -3.28560 0.00 -0.01 -0.01 0.1101
Cl 0.16214 2.31135 2.30032 0.09 0.02 0.01 0.5445
C 0.04661 1.00324 3.51413 -0.07 -0.10 -0.06 -0.7119
C -0.62038 -0.14636 3.16085 -0.01 0.08 0.04 -0.1762
C -0.75816 -1.05057 4.19073 0.00 0.04 -0.04 -0.7082
Cl -1.65433 -2.55474 3.88564 0.04 -0.03 -0.01 0.6063
C -0.25454 -0.86929 5.47552 -0.01 -0.01 0.04 -0.7294
Cl -0.47969 -2.04757 6.73378 0.02 0.00 -0.02 0.6258
C 0.47072 0.28819 5.75124 0.00 -0.01 0.00 -0.7333
Cl 1.19414 0.51823 7.30704 0.00 0.00 0.01 0.6307
C 0.62691 1.24756 4.75371 0.00 0.02 0.02 -0.7291
Cl 1.54221 2.68519 5.08411 0.01 0.01 0.01 0.6242
Br 0.72329 0.31812 -6.03621 0.00 0.00 -0.01 0.7246
C 1.62987 1.48538 -4.83823 0.01 -0.04 0.02 -0.6052
C 2.45263 2.46810 -5.38202 0.02 0.03 0.02 -0.2077
C 3.13084 3.33810 -4.57289 0.02 0.01 -0.03 -0.6496
Br 4.24581 4.66131 -5.37796 -0.01 -0.02 0.00 0.6953
C 3.00371 3.26017 -3.16607 0.00 0.00 0.00 -0.2040
C 3.66406 4.11854 -2.25883 -0.01 -0.01 0.01 -0.0532
C 3.46985 3.96874 -0.91570 -0.01 -0.01 -0.01 -0.0625
C 2.60361 2.95662 -0.46728 0.00 0.01 0.01 -0.1600
N 1.97665 2.14046 -1.27943 0.01 0.00 0.03 0.0680
C 2.15851 2.26112 -2.61456 0.02 0.01 -0.01 -0.1431
C 1.42324 1.29525 -3.45289 0.00 0.04 -0.06 -0.4728
O 0.69226 0.41071 -2.94903 0.07 0.06 -0.31 -0.2778
H 2.55278 2.53932 -6.45666 0.00 0.00 0.00 0.0850
H 4.31851 4.88988 -2.64217 0.00 0.00 -0.01 0.0674
H 3.96403 4.61462 -0.20182 0.00 0.00 0.00 0.0983
H 2.41828 2.82380 0.59445 0.00 0.00 0.00 0.0673

---

62
Properties=species:S:1:pos:R:3:forces:R:3:lowdin_charge:R:1 method="wB97M-V/def2-TZVPD" gap_ev=7.879 e_lumo_ev=0.1 spin_multiplicity=1 smiles="CCNc1ccc(C(=O)OCC)cc1NC(=O)c1cc(S(=O)(=O)N2CCOCC2)ccc1C" fmax_ha_per_bohr=0.0208 homo_energy_ev=-7.7609 relative_energy_kj_mol=99.9
C -4.61242 -4.27448 -0.67309 0.09 0.13 -0.23 -0.0784
C -3.82587 -3.61353 -1.80610 -0.24 -0.06 0.12 -0.2460
N -2.79889 -2.72155 -1.32440 0.43 -0.31 -0.12 0.0293
C -3.03197 -1.49079 -0.80681 0.04 0.28 -0.02 -0.1844
C -4.28332 -0.85532 -0.93238 0.03 -0.21 0.00 -0.0107
C -4.50847 0.43107 -0.51095 0.25 0.24 0.18 -0.0111
C -3.47677 1.16343 0.07579 0.02 -0.31 -0.18 -0.1378
C -3.63005 2.55035 0.53851 0.15 0.20 0.17 -0.4542
O -2.74619 3.19412 1.05965 -0.13 -0.01 -0.07 0.0969
O -4.86758 3.03095 0.32630 -0.01 -0.32 -0.15 -0.0137
C -5.10472 4.38127 0.71426 0.09 0.57 0.17 -0.2198
C -4.63051 5.36021 -0.35120 -0.04 -0.38 0.18 -0.0622
C -2.23496 0.55368 0.22012 -0.31 -0.03 -0.02 0.0453
C -1.99374 -0.74467 -0.19235 -0.56 0.12 0.11 -0.1252
N -0.65935 -1.17957 0.00074 0.31 0.39 -0.08 0.1537
C -0.06922 -2.38423 0.16841 0.00 0.07 0.00 -0.3898
O -0.63949 -3.46501 0.11316 0.09 -0.12 0.18 0.0578
C 1.40090 -2.26762 0.42882 0.40 -0.05 -0.04 -0.0753
C 2.15097 -1.34764 -0.30028 -0.05 -0.03 -0.06 -0.0077
C 3.50651 -1.23052 -0.08025 0.18 0.41 -0.31 -0.2643
S 4.44315 -0.00119 -0.97836 -0.13 -0.05 0.58 0.6830
O 3.57102 0.60591 -1.94736 -0.14 -0.07 0.19 -0.2822
O 5.67928 -0.56547 -1.42931 0.17 -0.08 0.19 -0.2740
N 4.79991 1.03729 0.29563 -0.09 -0.78 -0.72 -0.2319
C 6.07818 1.72047 0.22100 0.45 0.29 -0.36 -0.1663
C 5.97534 2.96081 -0.66920 0.22 -0.20 0.10 -0.1827
O 4.95334 3.82168 -0.21584 0.06 0.13 0.14 -0.1245
C 3.69907 3.17524 -0.23432 -0.27 -0.16 0.06 -0.1865
C 3.71324 1.92751 0.65553 -0.38 0.45 -0.05 -0.1625
C 4.14732 -2.02308 0.85151 0.01 -0.07 0.00 -0.0332
C 3.40861 -2.94985 1.56392 0.03 0.11 -0.11 -0.0105
C 2.03673 -3.08991 1.36994 -0.11 0.11 -0.14 -0.1887
C 1.26826 -4.09234 2.16735 -0.05 -0.19 0.00 -0.0304
H -5.34856 -4.96381 -1.07788 -0.12 -0.10 0.01 0.0695
H -3.93445 -4.82590 -0.02588 0.03 -0.06 0.08 0.0735
H -5.12476 -3.52462 -0.07488 -0.07 0.03 0.09 0.0660
H -3.32058 -4.38376 -2.39448 -0.09 0.10 -0.04 0.1170
H -4.50006 -3.07336 -2.47536 0.07 -0.09 -0.06 0.1056
H -1.99326 -3.20629 -0.92795 -0.15 0.17 -0.07 0.0834
H -5.09551 -1.39659 -1.38858 -0.07 -0.09 -0.04 0.1008
H -5.48031 0.88179 -0.63159 -0.09 0.01 -0.03 0.1180
H -4.58770 4.57572 1.66014 -0.17 -0.04 -0.12 0.1207
H -6.18518 4.44995 0.85924 0.14 -0.03 0.02 0.1223
H -4.88251 6.37421 -0.05403 -0.03 0.13 0.01 0.0761
H -3.55230 5.28397 -0.46778 0.06 0.05 -0.02 0.0744
H -5.10564 5.13860 -1.30398 -0.05 0.04 -0.09 0.0773
H -1.44330 1.13415 0.67418 0.09 0.04 0.06 0.1266
H -0.05090 -0.38988 0.17603 -0.03 -0.26 -0.02 0.1318
H 1.70935 -0.73373 -1.07174 -0.13 0.05 -0.06 0.1238
H 6.79886 1.01211 -0.18545 0.16 0.15 0.11 0.1143
H 6.36502 2.00673 1.23788 -0.03 -0.05 -0.07 0.1336
H 6.89828 3.54209 -0.64015 -0.01 -0.10 -0.07 0.1296
H 5.76946 2.64144 -1.70207 0.07 0.07 0.04 0.1308
H 2.97458 3.90429 0.13229 -0.02 -0.10 -0.03 0.1308
H 3.44225 2.87640 -1.25990 -0.01 0.12 0.13 0.1154
H 2.77951 1.37448 0.55012 -0.14 0.14 0.16 0.1139
H 3.85020 2.21421 1.70336 -0.05 -0.06 -0.07 0.1347
H 5.20952 -1.90957 0.99401 0.16 -0.05 0.11 0.1211
H 3.90147 -3.58067 2.28863 0.03 -0.05 0.08 0.1162
H 0.82740 -4.83333 1.50360 -0.03 -0.04 0.07 0.0866
H 0.44787 -3.61335 2.69917 -0.07 -0.03 0.06 0.0944
H 1.91292 -4.59248 2.88468 0.04 0.00 0.08 0.0797